[1]
ORCA calculation (wB97M-V/def2-TZVPD) on a cluster of 4 separate species, C28H62ClN5O2 in total.

Geometry as XYZ:
```
98
C28H62ClN5O2, DFT wB97M-V/def2-TZVPD
C 0.840 -4.164 0.564
C -0.314 -3.636 1.414
C -1.691 -4.042 0.901
N -2.613 -4.517 1.941
C -3.546 -3.525 2.256
O -4.409 -3.626 3.098
C -3.257 -2.274 1.402
C -2.526 -1.386 2.430
C -2.118 -0.019 1.949
O -2.843 0.957 1.972
Cl -0.449 0.151 1.319
C -2.541 -2.949 0.234
C -3.682 -3.674 -0.556
C -1.790 -2.113 -0.785
N -2.573 -0.965 -1.241
H 1.307 -5.022 1.024
H 0.511 -4.442 -0.426
H 1.588 -3.394 0.465
H -0.251 -2.560 1.402
H -0.200 -3.916 2.453
H -1.594 -4.798 0.133
H -2.126 -4.812 2.774
H -4.196 -1.816 1.150
H -3.238 -1.202 3.218
H -1.682 -1.891 2.875
H -3.712 -3.316 -1.570
H -4.659 -3.473 -0.142
H -3.546 -4.743 -0.558
H -1.632 -2.749 -1.647
H -0.797 -1.852 -0.436
H -1.934 -0.301 -1.654
H -2.991 -0.470 -0.464
C -5.873 5.296 -2.280
C -4.749 5.142 -1.266
N -4.617 3.788 -0.767
C -3.772 3.678 0.410
C -2.288 4.037 0.270
C -4.432 2.761 -1.776
C -3.238 2.892 -2.731
H -6.812 4.914 -1.879
H -6.011 6.351 -2.522
H -5.659 4.774 -3.214
H -4.969 5.789 -0.413
H -3.815 5.521 -1.711
H -3.851 2.664 0.797
H -4.204 4.318 1.186
H -1.733 3.277 -0.279
H -1.835 4.105 1.262
H -2.140 4.999 -0.223
H -5.343 2.710 -2.378
H -4.380 1.794 -1.268
H -3.153 3.897 -3.147
H -3.366 2.203 -3.570
H -2.294 2.640 -2.250
C 1.867 -1.661 -4.168
C 3.142 -1.853 -3.360
N 3.407 -3.243 -3.042
C 4.424 -3.419 -2.021
C 5.856 -2.966 -2.331
C 3.476 -4.145 -4.177
C 4.496 -3.839 -5.281
H 1.020 -2.138 -3.674
H 1.650 -0.597 -4.266
H 1.953 -2.069 -5.176
H 3.031 -1.313 -2.416
H 3.978 -1.375 -3.895
H 4.442 -4.473 -1.730
H 4.082 -2.881 -1.130
H 6.355 -3.636 -3.028
H 6.445 -2.965 -1.411
H 5.887 -1.955 -2.738
H 2.484 -4.187 -4.634
H 3.650 -5.155 -3.797
H 4.468 -2.792 -5.587
H 4.268 -4.440 -6.164
H 5.514 -4.082 -4.983
C 5.162 3.664 4.593
C 4.073 3.707 3.531
N 3.451 2.417 3.305
C 2.641 2.367 2.102
C 1.396 3.258 2.027
C 2.884 1.779 4.479
C 1.820 2.545 5.275
H 5.895 2.890 4.365
H 5.680 4.623 4.628
H 4.758 3.476 5.588
H 4.528 4.024 2.589
H 3.343 4.486 3.802
H 2.343 1.328 1.934
H 3.292 2.620 1.259
H 0.592 2.890 2.664
H 1.012 3.265 1.005
H 1.611 4.292 2.300
H 3.705 1.535 5.159
H 2.478 0.811 4.175
H 2.115 3.577 5.468
H 1.672 2.064 6.244
H 0.855 2.554 4.771
```

Results
Spin multiplicity: 1
Calculated total energy in eV: -54109.1502
Largest force on an atom in hartree/bohr: 0.05233
Frontier orbital gap in eV: 8.2

Löwdin atomic charge list, values in e, 6 entries:
1 C -0.07
2 C -0.20
3 C -0.27
4 N 0.13
5 C -0.44
6 O 0.10



[2]
ORCA calculation (wB97M-V/def2-TZVPD) on a cluster of 12 separate species, C28H62N6O14S4 in total.

Geometry as XYZ:
```
114
C28H62N6O14S4, DFT wB97M-V/def2-TZVPD
C 13.797 -22.663 2.928
C 13.736 -21.409 2.022
O 12.762 -21.684 1.013
H 14.200 -23.582 2.502
H 12.785 -22.872 3.274
H 14.459 -22.455 3.768
H 14.680 -21.190 1.522
H 13.400 -20.514 2.547
H 13.030 -21.129 0.277
C 14.768 -18.464 -0.902
C 13.496 -19.298 -1.283
O 13.953 -20.685 -1.279
H 14.614 -17.387 -0.839
H 15.539 -18.605 -1.659
H 14.955 -18.798 0.118
H 13.002 -19.010 -2.210
H 12.658 -19.424 -0.598
H 14.514 -20.912 -2.025
C 17.898 -17.065 1.487
C 17.104 -18.191 1.953
N 16.461 -19.067 2.376
H 17.803 -16.200 2.143
H 17.510 -16.914 0.479
H 18.888 -17.507 1.376
C 10.776 -24.297 1.073
C 9.788 -25.304 1.262
N 9.047 -26.127 1.450
H 11.794 -24.658 0.927
H 10.777 -23.578 1.892
H 10.456 -23.708 0.213
C 16.588 -24.957 7.663
C 15.524 -24.413 6.793
N 14.639 -24.017 6.118
H 17.234 -24.088 7.788
H 17.201 -25.818 7.397
H 16.027 -25.221 8.559
C 11.583 -26.417 6.169
C 11.409 -25.679 4.901
N 11.209 -25.124 3.890
H 12.661 -26.328 6.300
H 11.276 -27.461 6.114
H 11.002 -25.837 6.887
C 10.543 -21.737 -1.770
C 10.213 -21.050 -2.976
N 10.043 -20.508 -3.951
H 11.058 -20.960 -1.204
H 11.120 -22.636 -1.986
H 9.628 -21.920 -1.207
C 17.191 -21.510 -0.131
C 17.676 -21.311 -1.465
N 18.078 -21.093 -2.537
H 16.208 -21.039 -0.115
H 17.839 -20.978 0.566
H 17.180 -22.594 -0.020
O 15.275 -22.207 -2.918
S 15.127 -23.686 -2.883
O 14.662 -24.432 -4.032
O 16.634 -24.368 -2.379
C 16.787 -25.787 -2.446
C 18.306 -26.042 -2.490
C 14.096 -24.169 -1.295
H 16.269 -26.188 -3.317
H 16.257 -26.231 -1.603
H 18.893 -25.646 -1.660
H 18.618 -25.609 -3.440
H 18.384 -27.129 -2.504
H 13.950 -25.249 -1.277
H 13.123 -23.693 -1.407
H 14.591 -23.795 -0.399
O 16.516 -24.743 1.109
S 16.164 -26.154 1.295
O 15.179 -26.861 0.449
O 17.597 -27.013 1.146
C 17.485 -28.405 1.127
C 18.624 -29.026 0.340
C 15.806 -26.424 2.997
H 16.560 -28.797 0.705
H 17.662 -28.806 2.126
H 18.537 -28.706 -0.698
H 18.612 -30.110 0.460
H 19.644 -28.731 0.588
H 15.221 -25.592 3.389
H 16.771 -26.455 3.504
H 15.283 -27.380 2.973
O 20.419 -22.974 4.078
S 19.092 -23.564 4.267
O 18.896 -25.048 4.043
O 18.559 -23.091 5.822
C 19.037 -21.902 6.318
C 17.979 -20.913 6.046
C 17.913 -22.697 3.205
H 19.948 -21.589 5.809
H 19.190 -21.910 7.397
H 18.036 -20.072 6.737
H 16.970 -21.298 6.199
H 17.990 -20.531 5.025
H 16.858 -22.850 3.435
H 18.154 -23.092 2.218
H 18.222 -21.658 3.082
O 11.294 -21.743 7.433
S 10.624 -20.735 6.638
O 9.475 -20.002 7.171
O 11.751 -19.621 6.130
C 12.975 -20.098 5.534
C 13.754 -18.849 5.048
C 10.184 -21.332 4.928
H 12.721 -20.745 4.695
H 13.553 -20.758 6.181
H 14.789 -19.157 4.904
H 13.786 -18.016 5.750
H 13.376 -18.437 4.112
H 10.934 -22.092 4.711
H 10.190 -20.491 4.234
H 9.155 -21.692 4.925
```

Results
Spin multiplicity: 1
Calculated total energy in eV: -110981.1232
Largest force on an atom in hartree/bohr: 0.09138
Frontier orbital gap in eV: 10.2

Löwdin atomic charge list, values in e, 6 entries:
1 C -0.07
2 C -0.27
3 O -0.11
4 H 0.05
5 H 0.04
6 H 0.04